A cluster of 22 separate species, C78H212N12O22 in total in a non-equilibrium geometry. Source: the OMol25 dataset; level of theory: the ωB97M-V functional and the def2-TZVPD basis.

Bonds (Å) are listed after each position.
Positions of all 324 atoms, in Å:
1 C -8.15288 -0.41395 -2.98871  C2 1.508, H5 1.114, H6 1.106, H7 1.101
2 C -7.66969 -1.83126 -2.80704  C1 1.508, C3 1.560, O4 1.421, H8 1.090
3 C -7.04254 -2.31430 -4.15105  C2 1.560, H9 1.092, H10 1.056, H11 1.077
4 O -6.60893 -1.90803 -1.86488  C2 1.421, H12 0.989
5 H -8.69026 -0.18323 -3.93737  C1 1.114
6 H -7.17642 0.10517 -2.96962  C1 1.106
7 H -8.68064 -0.02629 -2.10345  C1 1.101
8 H -8.43558 -2.54879 -2.51219  C2 1.090
9 H -7.71974 -2.23469 -5.00357  C3 1.092
10 H -6.69530 -3.30258 -4.02087  C3 1.056
11 H -6.20453 -1.66814 -4.34888  C3 1.077
12 H -7.00313 -2.03970 -0.96743  O4 0.989
13 C 5.07164 -2.47686 -0.34772  C14 1.487, H17 1.112, H18 1.090, H19 1.096
14 C 6.15560 -3.40606 0.06917  C13 1.487, C15 1.521, O16 1.450, H20 1.087
15 C 7.19614 -3.66729 -1.00922  C14 1.521, H21 1.065, H22 1.074, H23 1.094
16 O 6.87433 -2.82003 1.18381  C14 1.450, H24 1.015
17 H 4.52678 -2.23474 0.59103  C13 1.112
18 H 4.41689 -2.90746 -1.10488  C13 1.090
19 H 5.53777 -1.56407 -0.73740  C13 1.096
20 H 5.78504 -4.37153 0.40412  C14 1.087
21 H 8.09548 -3.88444 -0.48183  C15 1.065
22 H 7.29043 -2.76342 -1.58084  C15 1.074
23 H 6.95189 -4.53232 -1.63197  C15 1.094
24 H 6.97299 -1.82257 1.02278  O16 1.015
25 C 3.79076 3.34726 -0.24397  C26 1.527, H29 1.109, H30 1.093, H31 1.101
26 C 4.34588 2.31505 0.73509  C25 1.527, C27 1.490, O28 1.427, H32 1.068
27 C 3.80463 2.42297 2.11879  C26 1.490, H33 1.083, H34 1.115, H35 1.072
28 O 4.28759 0.96370 0.27970  C26 1.427, H36 0.985
29 H 3.97734 4.31003 0.27450  C25 1.109
30 H 2.73016 3.13368 -0.40123  C25 1.093
31 H 4.34415 3.44171 -1.19152  C25 1.101
32 H 5.39343 2.51675 0.78528  C26 1.068
33 H 2.75989 2.14118 2.17271  C27 1.083
34 H 3.92866 3.47355 2.47233  C27 1.115
35 H 4.40248 1.76502 2.71737  C27 1.072
36 H 3.38548 0.62231 0.47837  O28 0.985
37 C 5.06799 0.15375 -5.06161  C38 1.555, H41 1.103, H42 1.091, H43 1.068
38 C 4.20760 -0.42796 -3.90384  C37 1.555, C39 1.490, O40 1.440, H44 1.115
39 C 3.32371 0.53634 -3.19022  C38 1.490, H45 1.086, H46 1.117, H47 1.078
40 O 3.40849 -1.48392 -4.46848  C38 1.440, H48 0.974
41 H 4.39972 0.69631 -5.75184  C37 1.103
42 H 5.60667 -0.62177 -5.60861  C37 1.091
43 H 5.77101 0.88380 -4.72333  C37 1.068
44 H 4.81891 -0.99443 -3.16350  C38 1.115
45 H 2.81219 -0.02680 -2.41567  C39 1.086
46 H 2.58783 1.00045 -3.89033  C39 1.117
47 H 3.88350 1.34619 -2.75149  C39 1.078
48 H 2.78262 -1.05883 -5.08235  O40 0.974
49 C 4.41573 5.29119 4.55089  C50 1.492, H53 1.102, H54 1.091, H55 1.070
50 C 3.50234 5.85259 3.51391  C49 1.492, C51 1.526, O52 1.460, H56 1.099
51 C 3.06593 7.27395 3.85901  C50 1.526, H57 1.117, H58 1.076, H59 1.121
52 O 4.19081 5.85916 2.22601  C50 1.460, H60 0.969
53 H 5.41691 5.74693 4.48793  C49 1.102
54 H 4.53418 4.23552 4.30029  C49 1.091
55 H 3.96921 5.29973 5.52336  C49 1.070
56 H 2.69203 5.11094 3.50055  C50 1.099
57 H 3.88220 8.01453 3.67713  C51 1.117
58 H 2.68448 7.30289 4.86498  C51 1.076
59 H 2.26685 7.53146 3.11553  C51 1.121
60 H 3.66192 6.15326 1.46867  O52 0.969
61 C 2.29403 -4.61789 -5.30096  C62 1.505, H65 1.101, H66 1.082, H67 1.052
62 C 2.63706 -4.70128 -3.83793  C61 1.505, C63 1.491, O64 1.429, H68 1.089
63 C 4.10477 -4.73480 -3.57658  C62 1.491, H69 1.102, H70 1.105, H71 1.086
64 O 1.98894 -3.61523 -3.17298  C62 1.429, H72 0.984
65 H 1.21224 -4.80251 -5.39226  C61 1.101
66 H 2.63112 -5.44790 -5.90856  C61 1.082
67 H 2.50607 -3.66182 -5.68476  C61 1.052
68 H 2.21606 -5.61948 -3.43010  C62 1.089
69 H 4.19455 -4.78899 -2.47968  C63 1.102
70 H 4.54413 -3.81136 -3.99495  C63 1.105
71 H 4.59558 -5.60030 -4.01106  C63 1.086
72 H 2.39340 -2.77352 -3.48244  O64 0.984
73 C -0.85776 3.40636 -5.39059  C74 1.506, H77 1.085, H78 1.093, H79 1.078
74 C -0.37292 2.78336 -4.10825  C73 1.506, C75 1.495, O76 1.486, H80 1.087
75 C -1.15664 3.26371 -2.92911  C74 1.495, H81 1.063, H82 1.138, H83 1.110
76 O -0.31522 1.30523 -4.24523  C74 1.486, H84 0.960
77 H -0.23320 3.05450 -6.20480  C73 1.085
78 H -0.87515 4.49961 -5.39121  C73 1.093
79 H -1.88075 3.17265 -5.63577  C73 1.078
80 H 0.69142 2.93474 -3.94782  C74 1.087
81 H -2.21695 3.21695 -2.98333  C75 1.063
82 H -0.88213 4.36484 -2.84216  C75 1.138
83 H -0.79126 2.81486 -1.98222  C75 1.110
84 H -1.23244 1.02470 -4.29472  O76 0.960
85 C -0.96206 4.57630 2.50476  C86 1.555, H89 1.075, H90 1.062, H91 1.094
86 C -0.20659 3.71794 3.55875  C85 1.555, C87 1.602, O88 1.444, H92 1.126
87 C -0.15538 4.39124 5.01193  C86 1.602, H93 1.081, H94 1.116, H95 1.123
88 O -0.76421 2.38777 3.63070  C86 1.444, H96 0.975
89 H -0.99224 4.01223 1.58963  C85 1.075
90 H -0.50885 5.52447 2.35470  C85 1.062
91 H -1.97699 4.74916 2.87378  C85 1.094
92 H 0.81783 3.51100 3.13854  C86 1.126
93 H -1.19649 4.50270 5.28152  C87 1.081
94 H 0.24591 5.43272 5.00998  C87 1.116
95 H 0.45058 3.73027 5.68732  C87 1.123
96 H -1.63895 2.47541 4.05335  O88 0.975
97 C -3.33074 0.02637 4.80950  C98 1.563, H101 1.091, H102 1.090, H103 1.069
98 C -3.39593 1.16560 5.87745  C97 1.563, C99 1.531, O100 1.454, H104 1.116
99 C -2.22335 1.00822 6.84980  C98 1.531, H105 1.116, H106 1.113, H107 1.092
100 O -3.20522 2.46606 5.25606  C98 1.454, H108 0.953
101 H -3.63516 -0.95753 5.16850  C97 1.091
102 H -2.30823 0.04591 4.43307  C97 1.090
103 H -3.94843 0.33601 3.99411  C97 1.069
104 H -4.40436 1.20860 6.35427  C98 1.116
105 H -1.43079 0.68966 6.13118  C99 1.116
106 H -2.39770 0.06495 7.41372  C99 1.113
107 H -2.02374 1.95432 7.35619  C99 1.092
108 H -3.92265 2.65950 4.65952  O100 0.953
109 C -6.25039 -5.55264 5.36057  C110 1.502, H113 1.079, H114 1.095, H115 1.092
110 C -4.95616 -5.21903 4.67609  C109 1.502, C111 1.543, O112 1.464, H116 1.117
111 C -4.96089 -3.81816 4.02810  C110 1.543, H117 1.110, H118 1.092, H119 1.087
112 O -3.90831 -5.27725 5.69667  C110 1.464, H120 0.967
113 H -6.40425 -4.79719 6.11590  C109 1.079
114 H -6.16148 -6.51644 5.87193  C109 1.095
115 H -7.02639 -5.74388 4.61639  C109 1.092
116 H -4.80760 -6.01044 3.90241  C110 1.117
117 H -5.79285 -3.66445 3.30964  C111 1.110
118 H -4.04910 -3.75416 3.43040  C111 1.092
119 H -4.95409 -3.04541 4.79316  C111 1.087
120 H -3.03567 -5.07703 5.33249  O112 0.967
121 C 9.46443 0.11851 -0.02848  C122 1.545, H127 1.104, H128 1.084, H129 1.093
122 C 8.02120 0.66980 -0.06716  C121 1.545, C123 1.561, N126 1.447, H130 1.064
123 C 7.36297 0.22551 -1.41140  C122 1.561, O124 1.391, H131 1.100, H132 1.100
124 O 7.88484 0.92778 -2.49335  C123 1.391, C125 1.407
125 C 7.20727 2.14282 -2.70239  O124 1.407, H133 1.119, H134 1.104, H135 1.126
126 N 7.27657 0.03560 0.99855  C122 1.447, H136 1.036, H137 1.029
127 H 10.10044 0.54366 -0.82433  C121 1.104
128 H 9.37143 -0.95713 -0.13028  C121 1.084
129 H 9.95611 0.39544 0.90814  C121 1.093
130 H 8.01363 1.73058 0.01481  C122 1.064
131 H 6.26387 0.25117 -1.39288  C123 1.100
132 H 7.54958 -0.84366 -1.58887  C123 1.100
133 H 7.44087 2.97273 -1.98884  C125 1.119
134 H 6.11005 2.03246 -2.75153  C125 1.104
135 H 7.47685 2.46568 -3.74727  C125 1.126
136 H 7.54156 0.36881 1.94268  N126 1.036
137 H 6.27344 0.24788 0.91386  N126 1.029
138 C 4.26908 -2.76081 3.49331  C139 1.478, H144 1.090, H145 1.089, H146 1.102
139 C 4.73646 -1.43964 3.96418  C138 1.478, C140 1.505, N143 1.457, H147 1.091
140 C 3.84925 -0.74403 4.96133  C139 1.505, O141 1.433, H148 1.108, H149 1.080
141 O 2.62812 -0.34467 4.32720  C140 1.433, C142 1.443
142 C 1.66740 0.35028 5.14890  O141 1.443, H150 1.093, H151 1.100, H152 1.115
143 N 6.00519 -1.55270 4.67065  C139 1.457, H153 1.021, H154 1.010
144 H 5.07751 -3.22373 2.92685  C138 1.090
145 H 3.43421 -2.67755 2.79933  C138 1.089
146 H 4.00897 -3.42141 4.33591  C138 1.102
147 H 4.88062 -0.80469 3.08836  C139 1.091
148 H 4.43053 0.11427 5.35327  C140 1.108
149 H 3.70972 -1.38688 5.81791  C140 1.080
150 H 0.83168 0.62139 4.49824  C142 1.093
151 H 2.19083 1.23422 5.54146  C142 1.100
152 H 1.38661 -0.29645 6.01265  C142 1.115
153 H 6.61675 -2.19525 4.16585  N143 1.021
154 H 6.41478 -0.63230 4.74033  N143 1.010
155 C 0.07046 -5.06569 -0.64247  C156 1.533, H161 1.134, H162 1.137, H163 1.099
156 C 1.22468 -4.40811 0.12357  C155 1.533, C157 1.544, N160 1.486, H164 1.138
157 C 2.53886 -5.21441 0.04327  C156 1.544, O158 1.442, H165 1.110, H166 1.092
158 O 2.48860 -6.55336 0.57493  C157 1.442, C159 1.412
159 C 2.84796 -6.58980 1.93978  O158 1.412, H167 1.120, H168 1.088, H169 1.115
160 N 1.56256 -3.01216 -0.25676  C156 1.486, H170 1.012, H171 1.006
161 H -0.87571 -4.56737 -0.26514  C155 1.134
162 H 0.06812 -6.20037 -0.56282  C155 1.137
163 H 0.16111 -4.82030 -1.70957  C155 1.099
164 H 0.99899 -4.23871 1.22624  C156 1.138
165 H 3.33386 -4.68606 0.60898  C157 1.110
166 H 2.76347 -5.30672 -1.02162  C157 1.092
167 H 3.91877 -6.35092 2.16674  C159 1.120
168 H 2.57056 -7.59431 2.25269  C159 1.088
169 H 2.23262 -5.85119 2.50487  C159 1.115
170 H 0.70401 -2.52494 -0.03290  N160 1.012
171 H 1.66028 -3.04075 -1.25711  N160 1.006
172 C -1.00316 -2.27229 5.27674  C173 1.579, H178 1.090, H179 1.056, H180 1.091
173 C 0.03443 -3.46232 5.27640  C172 1.579, C174 1.445, N177 1.484, H181 1.102
174 C -0.17788 -4.21982 4.06397  C173 1.445, O175 1.415, H182 1.109, H183 1.125
175 O -1.46712 -4.78411 3.91912  C174 1.415, C176 1.412
176 C -1.51575 -5.55328 2.73555  O175 1.412, H184 1.068, H185 1.093, H186 1.100
177 N 1.42021 -2.97255 5.47838  C173 1.484, H187 1.000, H188 1.010
178 H -0.77153 -1.69719 6.17363  C172 1.090
179 H -2.01756 -2.56400 5.24243  C172 1.056
180 H -0.79319 -1.52867 4.50683  C172 1.091
181 H -0.23582 -4.18057 6.06711  C173 1.102
182 H 0.54126 -5.06163 4.00370  C174 1.109
183 H 0.00304 -3.67049 3.09922  C174 1.125
184 H -1.27410 -5.00249 1.85312  C176 1.068
185 H -2.54391 -5.89928 2.60249  C176 1.093
186 H -0.76949 -6.36083 2.77338  C176 1.100
187 H 2.07529 -3.71921 5.36564  N177 1.000
188 H 1.66621 -2.32649 4.74140  N177 1.010
189 C 0.45628 0.60368 -0.45392  C190 1.529, H195 1.103, H196 1.118, H197 1.074
190 C 0.60977 0.49796 1.06335  C189 1.529, C191 1.528, N194 1.480, H198 1.100
191 C -0.65499 -0.14914 1.62473  C190 1.528, O192 1.458, H199 1.105, H200 1.090
192 O -0.95649 -1.42343 0.98424  C191 1.458, C193 1.404
193 C -2.06381 -2.08704 1.53580  O192 1.404, H201 1.121, H202 1.089, H203 1.115
194 N 1.86907 -0.22856 1.34056  C190 1.480, H204 1.009, H205 0.980
195 H -0.50285 1.09899 -0.67969  C189 1.103
196 H 0.44689 -0.42766 -0.88470  C189 1.118
197 H 1.26939 1.15592 -0.88791  C189 1.074
198 H 0.70215 1.52983 1.43419  C190 1.100
199 H -1.46804 0.58844 1.50167  C191 1.105
200 H -0.65074 -0.38773 2.68860  C191 1.090
201 H -2.03983 -2.19188 2.65146  C193 1.121
202 H -2.04123 -3.02750 0.98733  C193 1.089
203 H -3.04018 -1.61832 1.27062  C193 1.115
204 H 1.93326 -0.33314 2.34175  N194 1.009
205 H 1.83900 -1.07354 0.84563  N194 0.980
206 C 0.81197 5.45533 -0.26803  C207 1.539, H212 1.089, H213 1.137, H214 1.082
207 C 1.84095 6.42734 -0.87153  C206 1.539, C208 1.473, N211 1.505, H215 1.077
208 C 1.32932 7.41054 -1.84134  C207 1.473, O209 1.415, H216 1.120, H217 1.143
209 O 0.87505 6.71599 -2.98730  C208 1.415, C210 1.399
210 C 0.43181 7.54180 -4.02659  O209 1.399, H218 1.119, H219 1.099, H220 1.114
211 N 2.51996 7.09522 0.29385  C207 1.505, H221 1.042, H222 0.994
212 H 1.45180 4.88574 0.40461  C206 1.089
213 H 0.29077 4.74919 -0.99084  C206 1.137
214 H 0.10186 5.97512 0.36172  C206 1.082
215 H 2.60620 5.86431 -1.37786  C207 1.077
216 H 2.14972 8.10778 -2.15065  C208 1.120
217 H 0.53963 8.05289 -1.32232  C208 1.143
218 H -0.09307 6.88416 -4.76404  C210 1.119
219 H 1.25101 8.10073 -4.50019  C210 1.099
220 H -0.34539 8.24602 -3.65061  C210 1.114
221 H 1.86860 7.48849 1.00609  N211 1.042
222 H 3.09360 7.81688 -0.07736  N211 0.994
223 C -7.24357 2.26742 4.87003  C224 1.494, H229 1.099, H230 1.089, H231 1.112
224 C -6.99114 3.57560 4.19413  C223 1.494, C225 1.494, N228 1.473, H232 1.091
225 C -6.25197 3.44861 2.90249  C224 1.494, O226 1.421, H233 1.108, H234 1.097
226 O -4.97967 2.83908 3.07409  C225 1.421, C227 1.409
227 C -4.20370 2.79846 1.89894  O226 1.409, H235 1.082, H236 1.115, H237 1.091
228 N -8.13030 4.47734 3.95263  C224 1.473, H238 1.042, H239 1.009
229 H -7.98861 1.69341 4.30189  C223 1.099
230 H -7.66322 2.43006 5.86217  C223 1.089
231 H -6.36023 1.59539 4.93956  C223 1.112
232 H -6.30525 4.19096 4.77896  C224 1.091
233 H -6.18592 4.45356 2.44043  C225 1.108
234 H -6.84740 2.92172 2.14715  C225 1.097
235 H -4.74550 2.40336 1.04936  C227 1.082
236 H -3.30773 2.16967 2.11238  C227 1.115
237 H -3.84763 3.79074 1.61879  C227 1.091
238 H -8.39035 4.93195 4.85328  N228 1.042
239 H -8.96869 4.02582 3.61838  N228 1.009
240 C -2.97340 -5.96938 -2.41594  C241 1.510, H246 1.120, H247 1.101, H248 1.086
241 C -4.11212 -5.23682 -1.74771  C240 1.510, C242 1.513, N245 1.451, H249 1.096
242 C -3.70042 -4.78680 -0.36260  C241 1.513, O243 1.402, H250 1.087, H251 1.100
243 O -4.75992 -4.43750 0.48637  C242 1.402, C244 1.415
244 C -5.68017 -5.46952 0.78886  O243 1.415, H252 1.120, H253 1.112, H254 1.105
245 N -4.70272 -4.30074 -2.68666  C241 1.451, H255 1.018, H256 1.021
246 H -2.15150 -5.25294 -2.67380  C240 1.120
247 H -3.35404 -6.44854 -3.33172  C240 1.101
248 H -2.44410 -6.64069 -1.74631  C240 1.086
249 H -4.82882 -6.06345 -1.68312  C241 1.096
250 H -2.99033 -3.96509 -0.40832  C242 1.087
251 H -3.14941 -5.64241 0.05580  C242 1.100
252 H -6.53620 -5.44237 0.06744  C244 1.120
253 H -6.11586 -5.30387 1.79837  C244 1.112
254 H -5.18555 -6.45240 0.68919  C244 1.105
255 H -5.34071 -3.65666 -2.22262  N245 1.018
256 H -3.95087 -3.73770 -3.08700  N245 1.021
257 C 0.05092 -1.85576 -6.07187  C258 1.507, H263 1.095, H264 1.125, H265 1.095
258 C 1.03268 -1.19214 -7.00274  C257 1.507, C259 1.570, N262 1.456, H266 1.133
259 C 0.28030 -0.75910 -8.31150  C258 1.570, O260 1.405, H267 1.092, H268 1.123
260 O -0.18869 -1.93965 -8.91157  C259 1.405, C261 1.405
261 C -0.86163 -1.70399 -10.12201  O260 1.405, H269 1.141, H270 1.064, H271 1.112
262 N 1.64387 -0.08685 -6.27739  C258 1.456, H272 1.030, H273 1.002
263 H -0.69412 -1.13557 -5.71882  C257 1.095
264 H 0.61996 -2.05202 -5.12204  C257 1.125
265 H -0.30758 -2.83353 -6.40863  C257 1.095
266 H 1.88600 -1.88350 -7.27934  C258 1.133
267 H 0.97673 -0.22048 -8.95708  C259 1.092
268 H -0.55533 -0.06025 -8.04038  C259 1.123
269 H -0.10505 -1.19519 -10.80780  C261 1.141
270 H -1.69132 -1.04475 -10.02877  C261 1.064
271 H -1.27378 -2.64499 -10.54678  C261 1.112
272 H 0.95046 0.39140 -5.68436  N262 1.030
273 H 2.05793 0.54008 -6.94013  N262 1.002
274 C -6.30289 -0.14263 1.54454  C275 1.525, H280 1.084, H281 1.088, H282 1.089
275 C -7.22027 -1.32306 1.84423  C274 1.525, C276 1.539, N279 1.428, H283 1.102
276 C -8.70026 -0.93077 1.69083  C275 1.539, O277 1.445, H284 1.098, H285 1.102
277 O -8.93840 0.28357 2.43788  C276 1.445, C278 1.393
278 C -10.12016 0.92557 2.07379  O277 1.393, H286 1.110, H287 1.111, H288 1.112
279 N -7.00215 -2.35006 0.87582  C275 1.428, H289 1.033, H290 1.007
280 H -5.23314 -0.29857 1.46167  C274 1.084
281 H -6.55519 0.57263 2.32446  C274 1.088
282 H -6.66009 0.25567 0.59658  C274 1.089
283 H -7.11840 -1.59819 2.90624  C275 1.102
284 H -9.34370 -1.78252 1.94688  C276 1.098
285 H -8.84341 -0.74115 0.61443  C276 1.102
286 H -10.25005 1.03986 0.97783  C278 1.110
287 H -10.12969 1.91706 2.57476  C278 1.111
288 H -10.97796 0.29177 2.38843  C278 1.112
289 H -6.07854 -2.80107 0.97794  N279 1.033
290 H -7.68626 -3.03996 1.14193  N279 1.007
291 C 3.19887 4.08282 -4.37551  C292 1.547, H297 1.084, H298 1.116, H299 1.100
292 C 4.39521 4.96711 -4.80009  C291 1.547, C293 1.506, N296 1.469, H300 1.116
293 C 4.68018 6.01917 -3.76104  C292 1.506, O294 1.415, H301 1.103, H302 1.095
294 O 5.19667 5.39159 -2.60277  C293 1.415, C295 1.394
295 C 5.37651 6.20744 -1.48667  O294 1.394, H303 1.085, H304 1.100, H305 1.079
296 N 5.53184 4.09488 -5.12588  C292 1.469, H306 1.000, H307 1.022
297 H 3.34838 3.58670 -3.42370  C291 1.084
298 H 2.91735 3.38883 -5.20313  C291 1.116
299 H 2.32176 4.73796 -4.26526  C291 1.100
300 H 4.11121 5.53643 -5.71637  C292 1.116
301 H 3.75516 6.55587 -3.48965  C293 1.103
302 H 5.37379 6.81350 -4.05421  C293 1.095
303 H 5.90339 5.64098 -0.72614  C295 1.085
304 H 4.45275 6.63780 -1.07360  C295 1.100
305 H 6.07311 6.99242 -1.73541  C295 1.079
306 H 5.68010 3.58259 -4.28016  N296 1.000
307 H 6.35716 4.68007 -5.27235  N296 1.022
308 C -3.50886 0.97565 -1.16920  C309 1.532, H314 1.098, H315 1.071, H316 1.115
309 C -2.92118 0.13732 -2.30951  C308 1.532, C310 1.498, N313 1.509, H317 1.083
310 C -3.25835 -1.30971 -2.12058  C309 1.498, O311 1.420, H318 1.063, H319 1.068
311 O -2.58139 -2.09291 -3.09212  C310 1.420, C312 1.431
312 C -1.18794 -2.30441 -2.84448  O311 1.431, H320 1.071, H321 1.098, H322 1.081
313 N -3.31142 0.66929 -3.66697  C309 1.509, H323 1.017, H324 1.028
314 H -3.09889 0.64042 -0.20688  C308 1.098
315 H -4.57339 0.87132 -1.22987  C308 1.071
316 H -3.24404 2.04423 -1.34441  C308 1.115
317 H -1.84111 0.13216 -2.23574  C309 1.083
318 H -4.28497 -1.50181 -2.31712  C310 1.063
319 H -2.99047 -1.54379 -1.11306  C310 1.068
320 H -0.64760 -1.38030 -2.85625  C312 1.071
321 H -0.84637 -3.01843 -3.60517  C312 1.098
322 H -1.03958 -2.74683 -1.86981  C312 1.081
323 H -3.96600 1.43561 -3.53073  N313 1.017
324 H -3.64270 -0.12494 -4.22916  N313 1.028

Results
- Kohn-Sham gap (eV) = 9.085
- ΔE to the lowest compared entry with this formula, charge and spin (eV) = 0.000